Formula: C10H27N5OS3Tc
Source: OMol25
Level of theory: ωB97M-V/def2-TZVPD

Computed properties:
- net charge = +4
- spin multiplicity = 2
- frontier orbital gap (alpha / beta) (eV) = 5.90 / 5.72
- total energy (eV) = -54966.2556

Element x y z (Å)
Tc1 0.45 -0.28 -0.86
N1 0.16 -2.26 -2.15
N2 1.30 -2.54 -2.93
C1 2.46 -1.96 -2.69
N3 3.56 -2.28 -3.32
S1 2.57 -0.70 -1.46
H1 -0.01 -3.03 -1.50
H2 -0.65 -2.21 -2.78
H3 1.21 -3.25 -3.66
H4 3.61 -3.04 -3.99
H5 4.42 -1.77 -3.17
C2 -0.20 3.79 -3.70
C3 -1.31 3.38 -2.74
S2 -1.69 1.61 -2.81
O1 -0.57 0.94 -1.81
C4 -3.19 1.52 -1.79
C5 -4.04 0.31 -2.19
H6 -0.08 4.87 -3.61
H7 -0.47 3.60 -4.74
H8 0.76 3.33 -3.46
H9 -2.27 3.83 -3.03
H10 -1.10 3.62 -1.70
H11 -3.74 2.45 -1.93
H12 -2.84 1.45 -0.76
H13 -4.41 0.42 -3.21
H14 -4.91 0.26 -1.54
H15 -3.49 -0.63 -2.11
C6 0.17 -1.55 5.02
N4 0.64 -1.72 3.62
C7 0.98 -3.12 3.26
C8 0.59 -0.76 2.74
S3 0.18 -1.38 1.04
N5 0.76 0.52 2.98
C9 0.42 1.59 2.05
C10 1.46 0.99 4.20
H16 -0.45 -2.41 5.27
H17 -0.42 -0.64 5.13
H18 1.00 -1.54 5.72
H19 1.37 -3.61 4.15
H20 1.74 -3.15 2.49
H21 0.10 -3.67 2.94
H22 -0.21 1.24 1.24
H23 1.34 2.04 1.66
H24 -0.12 2.37 2.59
H25 2.09 0.21 4.62
H26 0.76 1.33 4.95
H27 2.08 1.84 3.93

Formula: C23H30N4O4S
Source: OMol25
Level of theory: ωB97M-V/def2-TZVPD

Computed properties:
- structure (SMILES) = C=C[C@@](C#N)(CCCCn1cccc1)[C@](C#N)(CCOCC)N=C=S.C[C@@H]1COC(=O)O1
- frontier orbital gap (eV) = 7.34
- total energy (eV) = -49317.6824

Element x y z (Å)
C1 4.34 0.65 0.70
C2 3.14 0.11 1.13
C3 1.74 0.77 0.94
C4 1.19 0.83 2.31
N1 0.64 1.08 3.29
C5 1.86 2.18 0.34
C6 2.53 3.23 1.25
C7 2.17 4.64 0.72
C8 0.72 5.04 1.06
N2 -0.23 4.73 0.00
C9 -0.04 4.79 -1.35
C10 -1.15 4.39 -2.05
C11 -2.12 4.07 -1.03
C12 -1.52 4.31 0.18
C13 0.88 -0.19 -0.01
C14 0.63 0.45 -1.34
N3 0.26 1.01 -2.27
C15 -0.46 -0.66 0.58
C16 -1.53 0.43 0.67
O1 -2.79 -0.20 0.62
C17 -3.84 0.72 0.36
C18 -4.15 1.66 1.53
N4 1.70 -1.45 -0.26
C19 1.62 -1.92 -1.38
S1 1.55 -2.77 -2.70
H1 4.99 1.09 1.46
H2 4.68 0.66 -0.33
H3 3.17 -0.83 1.68
H4 0.86 2.54 0.11
H5 2.45 2.14 -0.58
H6 2.21 3.19 2.29
H7 3.62 3.14 1.23
H8 2.37 4.64 -0.35
H9 2.84 5.39 1.14
H10 0.68 6.09 1.35
H11 0.39 4.45 1.92
H12 0.90 5.11 -1.77
H13 -1.24 4.36 -3.12
H14 -3.13 3.71 -1.19
H15 -2.02 4.16 1.13
H16 -0.85 -1.42 -0.11
H17 -0.33 -1.18 1.53
H18 -1.45 0.91 1.65
H19 -1.43 1.21 -0.10
H20 -4.73 0.13 0.17
H21 -3.61 1.28 -0.56
H22 -4.80 2.46 1.15
H23 -3.26 2.10 1.98
H24 -4.70 1.11 2.30
C20 0.37 -6.12 -2.26
C21 -0.15 -6.83 -1.03
C22 0.07 -8.33 -1.04
O2 -1.00 -8.79 -0.20
C23 -2.01 -7.89 -0.32
O3 -3.12 -8.07 0.07
O4 -1.58 -6.76 -0.94
H25 -0.16 -6.46 -3.15
H26 0.20 -5.05 -2.18
H27 1.43 -6.30 -2.39
H28 0.27 -6.38 -0.13
H29 1.03 -8.62 -0.65
H30 -0.07 -8.76 -2.04

Formula: C5H10O2
Source: OMol25
Level of theory: ωB97M-V/def2-TZVPD

Computed properties:
- structure (SMILES) = COC[C@@H](C)C=O
- frontier orbital gap (eV) = 10.27
- total energy (eV) = -9440.7037

Element x y z (Å)
C1 -1.43 -1.77 1.36
O1 -0.57 -1.31 0.36
C2 -0.56 0.09 0.30
C3 0.42 0.45 -0.75
C4 0.62 1.95 -0.99
C5 1.74 -0.31 -0.48
O2 2.35 -0.43 -1.52
H1 -1.13 -1.39 2.35
H2 -1.38 -2.86 1.37
H3 -2.46 -1.46 1.16
H4 -0.21 0.52 1.26
H5 -1.55 0.48 0.05
H6 0.04 0.02 -1.70
H7 1.38 2.13 -1.76
H8 -0.31 2.41 -1.33
H9 0.94 2.44 -0.06
H10 2.10 -0.97 0.38

Formula: C4H12O2
Source: OMol25
Level of theory: ωB97M-V/def2-TZVPD

Computed properties:
- structure (SMILES) = C=CCC.O.O
- frontier orbital gap (eV) = 10.01
- total energy (eV) = -8436.2282

Element x y z (Å)
C1 -0.16 -0.23 2.20
C2 -0.21 -1.09 1.21
C3 0.27 -0.66 -0.17
C4 0.97 -1.74 -0.98
H1 -0.64 -0.49 3.16
H2 0.18 0.77 2.29
H3 -0.84 -1.97 1.19
H4 -0.70 -0.56 -0.65
H5 0.81 0.28 -0.13
H6 0.54 -2.74 -1.03
H7 0.97 -1.50 -2.06
H8 2.04 -1.82 -0.76
O1 -1.78 2.16 0.95
H9 -1.12 2.63 0.41
H10 -2.48 1.93 0.33
O2 0.87 1.96 -1.81
H11 0.09 1.47 -1.52
H12 1.20 1.61 -2.64